Below is a structure of composition C18H34BF4NO4 in a non-equilibrium geometry, with properties calculated with ωB97M-V with the def2-TZVPD basis set.

Element x y z (Å)
B 2.106 0.615 3.768
F 1.903 -0.774 3.643
F 1.511 1.042 4.914
F 3.492 0.914 3.781
F 1.351 1.214 2.784
C 0.469 0.683 0.703
C -0.815 -0.201 1.022
O -0.870 -0.933 2.237
H 0.338 0.901 -0.357
H 1.386 0.171 0.996
H 0.440 1.605 1.283
H -0.922 -0.876 0.173
H -1.730 0.249 0.639
C -1.999 2.894 1.406
C -0.666 3.510 1.671
C 0.071 2.634 2.740
O -0.749 1.520 2.911
C -2.108 1.927 2.562
H -1.873 2.294 0.505
H -2.810 3.616 1.319
H -0.645 4.566 1.941
H -0.031 3.367 0.797
H 0.190 3.203 3.662
H 1.061 2.227 2.535
H -2.616 2.394 3.406
H -2.661 1.027 2.295
C 4.444 -0.447 -0.326
C 4.015 -0.432 -1.746
C 2.908 -1.463 -1.777
O 2.268 -1.190 -0.568
C 3.169 -0.430 0.310
H 5.185 0.300 -0.041
H 4.954 -1.390 -0.125
H 4.768 -0.712 -2.482
H 3.592 0.531 -2.032
H 3.390 -2.439 -1.846
H 2.329 -1.195 -2.660
H 3.218 -0.928 1.279
H 2.795 0.588 0.416
C -1.389 -3.666 -2.339
C -0.023 -2.926 -2.152
C -0.321 -2.199 -0.865
O -1.068 -3.174 -0.023
C -1.911 -3.988 -0.915
H -1.253 -4.474 -3.058
H -2.177 -2.993 -2.678
H 0.336 -2.211 -2.892
H 0.816 -3.597 -1.970
H -0.976 -1.329 -0.914
H 0.649 -1.922 -0.452
H -2.995 -3.905 -0.989
H -1.712 -5.055 -0.814
N -2.239 1.806 -1.563
C -3.102 2.162 -2.569
C -3.672 0.982 -3.061
C -3.137 -0.002 -2.294
C -2.266 0.464 -1.402
H -1.625 2.419 -1.045
H -3.213 3.164 -2.955
H -4.440 0.900 -3.815
H -3.393 -1.045 -2.404
H -1.748 0.008 -0.570

Forces on atoms 1 to 6 (eV/Å):
-0.1 -2.5 1.1
0.9 0.1 -0.1
0.0 0.7 2.1
-0.1 0.3 -0.5
7.9 -9.6 1.6
-2.3 -0.4 0.0

Maximum force: 12.6 eV/A
Total charge: -2
Kohn-Sham gap: 3.6 eV